26
Properties=species:S:1:pos:R:3:lowdin_spin:R:1 method="wB97M-V/def2-TZVPD" multiplicity=3 homo_lumo_gap_ev="2.91 / 7.62" charge=-1
C -0.643 0.801 0.582 0.344
C 1.146 -0.509 -0.015 0.087
C -0.906 0.346 -0.808 0.073
C -1.353 1.779 1.365 0.084
C -2.360 0.129 -1.187 0.024
C -0.346 1.432 -1.807 0.051
C 3.442 -1.607 0.312 0.004
C 1.927 -1.735 0.485 0.009
N 0.489 0.390 0.983 0.307
N -0.202 -0.968 -0.885 0.327
O 0.137 -1.221 -2.179 0.581
H 1.708 0.082 -0.586 0.017
H -0.748 2.063 2.324 0.007
H -2.362 1.453 1.644 0.012
H -1.238 2.648 0.849 0.030
H -2.415 0.433 -2.201 0.002
H -3.030 0.756 -0.603 0.002
H -2.671 -0.895 -1.144 0.005
H -1.073 2.005 -2.232 0.005
H -0.044 0.808 -2.667 0.013
H 0.419 1.866 -1.323 0.009
H 3.553 -1.322 -0.748 0.002
H 3.944 -2.578 0.493 0.001
H 3.914 -0.879 0.881 0.002
H 1.520 -1.807 1.560 0.003
H 1.485 -2.700 -0.008 0.001

---

26
Properties=species:S:1:pos:R:3:mulliken_charge:R:1 method="wB97M-V/def2-TZVPD" homo_lumo_gap_ev=6.67 charge=+1 e_above_lowest_kcal_mol=97.87
C -1.276 -2.922 -2.495 -0.726
N -1.462 -3.220 -1.049 -0.077
C -1.453 -2.212 -0.226 0.300
O -0.852 -2.349 0.934 -0.300
C -1.040 -1.315 1.833 -0.468
C 0.314 -0.563 2.072 -0.678
N 0.809 0.005 0.793 -0.334
C 0.912 1.189 0.471 0.279
C 1.246 2.419 0.104 0.546
C 2.650 3.019 0.219 -1.316
C 0.162 3.165 -0.588 -1.265
H -2.093 -3.440 -3.043 0.311
H -1.542 -1.820 -2.739 0.332
H -0.204 -3.230 -2.825 0.281
H -0.962 -4.072 -0.913 0.318
H -1.849 -1.190 -0.462 0.252
H -1.477 -1.631 2.712 0.477
H -1.794 -0.538 1.381 0.263
H 0.215 0.134 2.805 0.472
H 1.123 -1.225 2.396 0.356
H 3.424 2.338 0.576 0.355
H 2.633 3.808 0.839 0.379
H 3.033 3.441 -0.775 0.310
H -0.723 2.603 -0.990 0.300
H 0.615 3.939 -1.226 0.338
H -0.408 3.668 0.196 0.298

---

26
Properties=species:S:1:pos:R:3:mulliken_charge:R:1 method="wB97M-V/def2-TZVPD" homo_lumo_gap_ev="7.39 / 6.66" charge=+1 e_above_lowest_kcal_mol=91.62
C 0.095 -0.535 0.607 -1.266
C -0.945 1.298 0.100 0.488
C 1.121 0.430 0.601 0.274
C -2.291 -0.723 0.232 0.617
C -1.846 2.480 -0.353 -1.174
C -2.286 -2.163 -0.126 -1.372
C 3.435 -0.621 -0.111 -1.174
C 2.260 0.202 -0.519 -0.303
N -1.151 -0.008 0.310 0.285
N 0.305 1.636 0.372 -0.130
O -3.309 0.119 -0.094 -0.477
H 0.176 -1.457 1.084 0.579
H 1.704 0.588 1.536 0.295
H -1.622 2.781 -1.403 0.315
H -1.650 3.365 0.216 0.421
H -3.004 2.312 -0.252 0.271
H -2.114 -2.899 0.575 0.361
H -1.625 -2.426 -0.991 0.323
H -3.234 -2.270 -0.606 0.395
H 4.060 -0.192 0.680 0.328
H 4.132 -0.871 -0.911 0.350
H 3.003 -1.530 0.302 0.330
H 1.731 -0.212 -1.465 0.265
H 2.525 1.264 -0.808 0.312
H 0.779 2.544 0.539 0.318
H -4.162 -0.365 -0.051 0.370

---

27
Properties=species:S:1:pos:R:3:mulliken_charge:R:1 method="wB97M-V/def2-TZVPD" homo_lumo_gap_ev=7.72 charge=+1 e_above_lowest_kcal_mol=139.62
C -4.022 -3.008 -0.339 0.102
C -2.981 -2.386 -0.145 -1.120
C -1.736 -1.517 0.256 0.430
N -0.543 -2.272 0.845 -0.088
C 0.646 -1.703 0.102 -0.994
C 0.101 -0.242 -0.233 0.784
N -0.061 0.633 0.953 -0.382
C 1.132 0.460 -1.218 -0.915
C 1.081 2.050 -1.220 -0.678
C 2.052 2.725 -0.129 -0.550
S 1.419 4.340 0.519 -0.234
O -1.214 -0.629 -0.764 -0.373
H -5.085 -3.359 -0.183 0.379
H -2.186 -0.841 1.060 0.328
H -0.531 -3.283 0.639 0.394
H -0.586 -1.983 1.831 0.378
H 0.739 -2.383 -0.812 0.403
H 1.673 -1.808 0.562 0.375
H 0.168 0.162 1.835 0.254
H -0.994 1.056 0.968 0.270
H 1.003 0.040 -2.274 0.407
H 2.182 0.128 -0.906 0.355
H 0.029 2.476 -1.186 0.389
H 1.500 2.374 -2.235 0.371
H 2.091 2.019 0.764 0.207
H 3.114 2.788 -0.527 0.376
H 1.010 4.164 1.838 0.130

---

28
Properties=species:S:1:pos:R:3:mulliken_charge:R:1 method="wB97M-V/def2-TZVPD" homo_lumo_gap_ev=8.69 charge=0 e_above_lowest_kcal_mol=28.63
O 4.048 -0.994 0.122 -0.614
C 2.911 -0.629 -0.039 0.226
C 2.716 0.845 -0.140 -0.183
N 1.681 1.559 -0.520 -0.050
O 1.842 2.897 -0.075 -0.430
N 1.866 -1.486 0.004 -0.044
C 0.564 -1.252 -0.659 -1.215
C -0.544 -1.311 0.357 0.553
C -1.923 -1.201 -0.274 -0.979
C -2.239 0.088 -1.033 -0.838
N -1.836 1.291 -0.305 -0.330
C -1.535 1.036 1.097 -0.835
C -0.483 -0.108 1.330 -0.615
H 3.537 1.434 0.196 0.434
H 1.237 3.392 -0.660 0.355
H 2.128 -2.439 0.101 0.262
H 0.504 -0.252 -1.027 0.517
H 0.369 -1.985 -1.502 0.265
H -0.460 -2.278 0.812 0.538
H -1.969 -2.021 -1.020 0.415
H -2.680 -1.328 0.484 0.365
H -1.782 0.159 -2.055 0.353
H -3.359 0.224 -1.226 0.264
H -1.082 1.731 -0.837 0.324
H -2.445 0.796 1.665 0.265
H -1.106 1.956 1.478 0.443
H -0.486 -0.478 2.376 0.340
H 0.527 0.354 1.348 0.214

---

31
Properties=species:S:1:pos:R:3:mulliken_charge:R:1 method="wB97M-V/def2-TZVPD" homo_lumo_gap_ev=9.30 charge=0 e_above_lowest_kcal_mol=199.45
C -2.045 -1.086 -1.375 -0.066
C -0.876 -1.818 -0.872 0.123
C -1.874 -0.600 -2.891 -0.732
C 0.687 0.109 -0.597 0.585
C 2.205 0.124 -0.656 0.075
C 0.294 0.708 0.926 -0.877
C 1.411 0.398 2.085 -0.191
C 0.762 1.053 3.345 0.406
H -3.291 -0.044 -0.091 0.265
H -2.432 1.033 -1.662 0.360
H -2.720 -1.883 -1.394 0.453
H -1.205 0.351 -2.923 0.423
H -1.048 -1.456 -3.473 0.238
H -3.143 -0.018 -4.357 0.344
H 1.120 -1.912 -0.604 0.279
H -0.026 0.508 -1.363 0.047
H 0.336 1.920 0.937 0.331
H -0.874 0.315 1.252 0.246
H 2.527 1.030 1.577 0.280
H 1.462 -0.749 2.441 0.210
H 1.292 1.418 5.346 0.307
H 2.794 0.913 4.559 0.283
H 3.714 1.134 -1.176 0.431
N -2.364 0.082 -0.737 -0.449
N 0.338 -1.192 -0.705 -0.033
N 1.885 1.523 4.368 -0.593
O -0.752 -3.074 -0.874 -0.719
O -3.283 -0.442 -3.397 -0.488
O 2.824 -0.883 -0.411 -0.555
O -0.484 1.195 3.577 -0.548
O 2.766 1.343 -0.853 -0.435

---

31
Properties=species:S:1:pos:R:3:mulliken_charge:R:1 method="wB97M-V/def2-TZVPD" homo_lumo_gap_ev=9.98 charge=0 e_above_lowest_kcal_mol=34.78
C -3.725 0.347 1.416 -1.327
C -3.282 -0.552 0.287 0.084
O -4.332 -0.676 -0.707 -0.566
C -2.074 0.054 -0.413 0.269
N -1.660 -0.459 -1.708 -0.731
C -0.797 0.019 0.452 0.285
O -0.741 -0.334 1.680 -0.727
N 0.271 0.153 -0.335 -0.157
C 1.681 0.173 0.171 -0.068
C 2.594 -0.841 -0.531 -0.715
C 3.828 -1.245 0.172 0.160
N 5.086 -0.748 -0.223 -0.522
O 3.702 -2.014 1.125 -0.585
C 2.108 1.702 0.021 0.495
O 3.213 1.955 -0.395 -0.590
O 1.260 2.568 0.483 -0.424
H -4.439 -0.311 2.061 0.280
H -4.239 1.243 1.016 0.366
H -3.042 0.601 2.222 0.390
H -3.059 -1.523 0.656 0.349
H -4.984 0.013 -0.627 0.333
H -2.272 1.118 -0.509 0.137
H -1.326 -1.489 -1.559 0.269
H -2.447 -0.536 -2.387 0.298
H -0.010 0.204 -1.337 0.430
H 1.507 -0.091 1.192 0.472
H 2.017 -1.685 -0.633 0.530
H 2.714 -0.526 -1.629 0.267
H 5.127 0.250 -0.547 0.305
H 5.836 -0.871 0.500 0.280
H 1.485 3.500 0.086 0.416

---

27
Properties=species:S:1:pos:R:3:mulliken_charge:R:1 method="wB97M-V/def2-TZVPD" homo_lumo_gap_ev=8.83 charge=+1 e_above_lowest_kcal_mol=0.00
C 3.337 0.680 0.956 -1.299
C 2.307 -0.179 0.191 0.006
C 2.501 -0.253 -1.327 -1.080
N 1.087 0.479 0.453 -0.243
C -0.333 -0.265 0.228 -0.248
N -0.477 -1.604 0.444 0.030
C -1.707 -2.185 0.434 -0.447
C -2.829 -1.428 0.195 -0.675
C -2.704 -0.042 -0.125 0.567
N -3.773 0.658 -0.577 -0.370
C -1.362 0.514 -0.129 0.674
N -1.083 1.860 -0.195 -0.632
H 3.129 0.813 2.090 0.325
H 4.291 0.112 0.916 0.382
H 3.278 1.650 0.431 0.336
H 2.395 -1.166 0.551 0.312
H 3.438 -0.641 -1.684 0.419
H 2.208 0.764 -1.750 0.269
H 1.649 -0.850 -1.664 0.295
H 0.958 1.437 0.104 0.495
H 0.440 -2.056 0.498 0.230
H -1.896 -3.198 0.764 0.370
H -3.746 -1.956 0.222 0.381
H -4.773 0.414 -0.645 0.249
H -3.551 1.677 -0.660 0.124
H -1.914 2.441 -0.464 0.243
H -0.871 2.325 0.744 0.286

---

29
Properties=species:S:1:pos:R:3:mulliken_charge:R:1 method="wB97M-V/def2-TZVPD" homo_lumo_gap_ev=8.48 charge=0 e_above_lowest_kcal_mol=101.66
H -0.748 2.402 -2.573 0.419
N -0.743 1.511 -3.071 -0.694
N -0.449 0.590 -2.279 -0.274
N -0.282 0.946 -0.954 1.104
N -0.203 2.276 -0.696 -1.171
C 0.001 2.423 0.609 0.488
C -0.006 3.685 1.406 -1.208
C -0.137 1.114 1.220 -0.795
C -0.279 0.235 0.159 0.734
N -0.299 -1.115 0.238 0.100
C -0.732 -1.914 1.362 -0.627
C -0.157 -3.263 1.126 -0.654
C -0.230 -3.499 -0.383 -0.712
C -0.271 -2.020 -0.944 -0.770
H -0.622 3.395 2.234 0.348
H -0.338 4.588 0.830 0.306
H 1.080 3.978 1.694 0.247
H 0.105 0.801 2.171 0.405
H -1.789 -1.985 1.560 0.359
H -0.280 -1.629 2.334 0.265
H -0.669 -4.135 1.635 0.317
H 0.832 -3.477 1.521 0.341
H 0.652 -3.944 -0.716 0.272
H -1.014 -4.099 -0.704 0.385
H 0.495 -1.936 -1.649 0.513
H -1.190 -1.963 -1.547 0.305
O 2.126 2.280 -1.727 -0.582
H 2.924 1.743 -1.678 0.292
H 2.224 3.010 -1.178 0.286

---

| no. | DFT total energy (eV) |
| --- | --- |
| 1 | -13560.9998 |
| 2 | -13557.0465 |
| 3 | -13557.3172 |
| 4 | -24391.1137 |
| 5 | -17102.1773 |
| 6 | -23240.0145 |
| 7 | -23247.1549 |
| 8 | -14492.5943 |
| 9 | -18033.4763 |